Below is 12 unconnected molecules or ions with the total composition C47H62N11O at a distorted geometry, with properties calculated with ωB97M-V with the def2-TZVPD basis set.

Structure (XYZ):
```
121
Properties=species:S:1:pos:R:3:lowdin_charge:R:1
C 5.34 -15.31 6.74 -0.08
C 6.58 -16.25 6.92 -0.59
C 7.84 -15.43 7.25 -0.07
O 6.22 -17.25 7.81 -0.33
H 5.24 -14.79 7.69 0.05
H 4.38 -15.79 6.51 0.06
H 5.57 -14.51 6.04 0.06
H 6.74 -16.70 5.94 0.08
H 7.65 -14.68 8.01 0.06
H 8.26 -14.83 6.44 0.06
H 8.60 -16.17 7.51 0.05
N 5.90 -19.98 9.10 0.03
C 5.83 -21.21 8.50 -0.16
C 5.18 -22.08 9.38 -0.10
C 4.72 -21.27 10.50 -0.12
C 5.24 -20.00 10.33 -0.14
H 6.34 -19.12 8.80 0.09
H 6.34 -21.51 7.60 0.10
H 4.99 -23.15 9.31 0.07
H 4.16 -21.69 11.32 0.07
H 5.13 -19.09 10.90 0.10
N 10.37 -18.71 9.14 0.05
C 9.87 -19.98 9.02 -0.15
C 10.93 -20.88 8.88 -0.12
C 12.07 -20.10 8.75 -0.15
C 11.70 -18.81 8.88 -0.17
H 9.84 -17.85 9.18 0.12
H 8.83 -20.27 9.02 0.09
H 10.92 -21.96 8.85 0.08
H 13.10 -20.40 8.60 0.08
H 12.22 -17.87 8.84 0.11
N 7.91 -16.47 10.45 0.05
C 8.41 -17.36 11.41 -0.12
C 9.08 -16.59 12.36 -0.14
C 9.02 -15.29 11.98 -0.15
C 8.30 -15.24 10.84 -0.18
H 7.40 -16.73 9.61 0.09
H 8.18 -18.41 11.35 0.09
H 9.57 -17.03 13.22 0.09
H 9.39 -14.46 12.58 0.09
H 7.92 -14.36 10.36 0.10
N 1.74 -13.32 8.43 0.02
C 0.43 -12.79 8.48 -0.08
C 0.39 -12.01 7.32 -0.17
C 1.56 -12.05 6.65 -0.13
C 2.37 -12.89 7.38 -0.16
H 2.14 -13.91 9.14 0.07
H -0.30 -12.99 9.26 0.09
H -0.51 -11.47 7.08 0.09
H 1.82 -11.61 5.70 0.10
H 3.32 -13.28 7.04 0.11
N 7.33 -17.96 2.95 0.05
C 7.55 -16.61 3.00 -0.16
C 7.38 -16.06 1.80 -0.15
C 7.17 -17.15 0.93 -0.12
C 7.18 -18.34 1.66 -0.12
H 7.31 -18.62 3.71 0.08
H 7.85 -16.16 3.94 0.10
H 7.58 -15.01 1.60 0.10
H 7.13 -17.11 -0.15 0.08
H 7.11 -19.36 1.32 0.10
N 8.92 -12.66 3.24 0.03
C 7.73 -13.29 3.51 -0.16
C 6.73 -12.58 2.88 -0.15
C 7.24 -11.46 2.29 -0.13
C 8.65 -11.52 2.44 -0.13
H 9.88 -12.83 3.50 0.11
H 7.68 -14.09 4.23 0.09
H 5.68 -12.77 3.01 0.08
H 6.70 -10.72 1.73 0.08
H 9.42 -10.82 2.15 0.08
N 7.02 -19.84 5.58 0.02
C 6.68 -20.64 4.52 -0.16
C 7.83 -20.99 3.88 -0.16
C 8.95 -20.48 4.57 -0.08
C 8.39 -19.73 5.63 -0.12
H 6.41 -19.33 6.20 0.10
H 5.65 -20.77 4.21 0.11
H 7.90 -21.57 2.97 0.09
H 10.01 -20.59 4.39 0.09
H 8.91 -19.08 6.31 0.10
N 3.57 -16.91 9.65 0.06
C 3.24 -15.61 9.95 -0.17
C 2.05 -15.55 10.60 -0.16
C 1.58 -16.86 10.66 -0.11
C 2.61 -17.71 10.22 -0.12
H 4.34 -17.08 9.02 0.10
H 3.88 -14.81 9.61 0.11
H 1.49 -14.70 10.95 0.10
H 0.63 -17.18 11.06 0.08
H 2.60 -18.78 10.12 0.09
N 13.32 -15.19 6.72 -0.01
C 12.53 -15.95 5.94 -0.39
C 11.24 -16.06 6.41 -0.13
C 11.19 -15.05 7.43 -0.15
C 12.49 -14.61 7.68 -0.29
H 14.31 -15.09 6.60 -0.02
H 12.93 -16.34 5.02 0.04
H 10.51 -16.72 5.97 0.07
H 10.38 -14.84 8.10 0.06
H 12.89 -13.88 8.37 0.05
N 4.10 -18.67 6.29 0.03
C 4.09 -18.38 4.95 -0.15
C 3.08 -19.16 4.34 -0.12
C 2.47 -19.98 5.33 -0.10
C 3.18 -19.69 6.50 -0.13
H 4.70 -18.19 6.94 0.07
H 4.73 -17.60 4.55 0.09
H 2.92 -19.09 3.27 0.08
H 1.64 -20.67 5.28 0.08
H 3.25 -20.14 7.48 0.09
N 4.51 -15.35 2.27 0.03
C 3.85 -14.90 3.38 -0.14
C 2.89 -13.98 2.98 -0.11
C 3.09 -13.76 1.56 -0.10
C 4.03 -14.74 1.19 -0.17
H 5.27 -16.02 2.30 0.10
H 3.96 -15.23 4.41 0.08
H 2.18 -13.60 3.70 0.07
H 2.57 -13.07 0.91 0.07
H 4.42 -15.03 0.23 0.10
```

Results
* spin multiplicity: 2
* expectation value of S²: 0.750
* total charge: -2
* energy: -2505.52825 hartree